C27H51MnNO2Si2 | wB97M-V/def2-TZVPD

Values from the calculation:
HOMO (spin up / spin down): -11.575 / -11.672 eV
Lowest unoccupied orbital energy (spin up / spin down): -5.41 / -3.96 eV
Orbital gap (spin up / spin down): 6.163 / 7.711 eV
Total charge: +1
Energy relative to the best compared isomer or geometry (same formula, charge and spin): 0.00 kJ/mol
Spin multiplicity: 5

Cartesian coordinates (Å):
O1 2.43742 1.88141 0.37171
O2 3.54152 -0.06637 -1.13029
C1 1.39807 2.77941 -0.01120
C2 0.58742 3.41863 1.10419
H1 0.72604 2.23835 -0.69340
H2 1.90633 3.54204 -0.61574
H3 -0.23398 2.76543 1.42420
H4 0.14268 4.33311 0.70124
H5 1.20766 3.68037 1.96679
C3 2.13200 0.99404 1.47201
C4 3.41609 0.76990 2.21606
H6 1.71557 0.04305 1.08629
H7 1.36997 1.45160 2.12940
H8 4.16509 0.30814 1.56499
H9 3.23624 0.11613 3.07401
H10 3.80038 1.72969 2.58285
C5 4.17664 -1.35525 -1.19151
C6 4.35224 0.99958 -1.65884
C7 4.22926 -1.98489 0.18020
H11 5.20145 -1.25307 -1.59346
H12 3.59362 -1.98752 -1.87960
H13 4.94272 -1.45200 0.81735
H14 4.58398 -3.01477 0.08469
H15 3.25318 -2.00983 0.67907
C8 5.51416 1.36746 -0.77235
H16 3.66554 1.84442 -1.76966
H17 4.71768 0.70977 -2.66037
H18 5.16275 1.74279 0.19514
H19 6.07184 2.16369 -1.27356
H20 6.19658 0.52240 -0.62727
H21 1.70672 0.16541 -0.87930
Mn1 -1.86008 -0.67472 0.43496
C9 0.69133 -0.25798 -1.21091
Si1 0.57691 -0.11296 -3.12273
H22 0.69382 -1.31232 -0.90570
H23 -0.08474 0.30697 -0.65491
C10 0.89136 1.69541 -3.54296
C11 -1.05176 -0.66342 -3.89470
C12 1.88761 -1.17798 -3.94714
C13 -2.66652 0.67289 -0.81069
Si2 -4.47880 0.20306 -0.96707
H24 -2.14394 0.69631 -1.77840
H25 -2.54692 1.67853 -0.36654
C14 -4.90527 -0.17914 -2.75970
C15 -5.54058 1.66491 -0.43198
C16 -4.93943 -1.29302 0.08786
H26 1.76735 -1.11346 -5.03865
H27 1.79460 -2.23376 -3.65808
H28 2.90206 -0.84276 -3.69831
H29 -0.02503 2.28657 -3.40849
H30 1.20838 1.78251 -4.59189
H31 1.67649 2.13183 -2.91075
H32 -1.94500 -0.38307 -3.33025
H33 -1.06322 -1.75528 -4.01981
H34 -1.13591 -0.21842 -4.89774
H35 -5.14186 2.60669 -0.83492
H36 -5.58767 1.75601 0.66125
H37 -6.56620 1.54217 -0.80849
H38 -4.83345 -1.09774 1.16378
H39 -4.36039 -2.19362 -0.16665
H40 -5.99849 -1.52542 -0.09905
H41 -5.99363 -0.12560 -2.90387
H42 -4.57402 -1.18755 -3.04084
H43 -4.44003 0.53974 -3.44747
C17 -3.81020 1.22762 3.82130
C18 -3.44894 0.37488 4.86352
C19 -2.56192 -0.66892 4.59472
C20 -2.08412 -0.85435 3.29566
N1 -2.50069 -0.04245 2.27519
C21 -3.29907 1.02414 2.54471
C22 -1.13182 -1.88702 2.90780
C23 -0.49312 -2.72720 3.85095
C24 0.45350 -3.66135 3.41962
C25 0.72843 -3.78425 2.05091
C26 0.05238 -2.98052 1.10132
C27 -0.84762 -2.01743 1.53188
H44 -4.49891 2.05657 3.97917
H45 -3.83686 0.51003 5.87099
H46 -2.24434 -1.35901 5.36993
H47 -3.51221 1.69863 1.71704
H48 -0.74343 -2.63391 4.91053
H49 0.96213 -4.29131 4.15296
H50 1.46351 -4.51350 1.71181
H51 0.22949 -3.12920 0.03724

=====

C8H11N3 | wB97M-V/def2-TZVPD

Values from the calculation:
HOMO: -16.859 eV
Lowest unoccupied orbital energy: -9.81 eV
Orbital gap: 7.045 eV
SMILES string: C=[N+](C(N)=[NH2+])c1ccccc1
Total charge: +2
Energy relative to the best compared isomer or geometry (same formula, charge and spin): 0.00 kJ/mol

Cartesian coordinates (Å):
C1 1.37485 1.74619 -0.94904
N1 0.87865 0.73953 -0.30511
C2 1.96913 -0.26119 0.24062
N2 1.51380 -1.12781 1.05053
N3 3.21343 -0.18560 -0.09302
C3 -0.51713 0.36753 -0.23359
C4 -1.43041 1.15438 0.48757
C5 -2.70747 0.61046 0.67170
C6 -3.16125 -0.62076 0.22171
C7 -2.22938 -1.30956 -0.47356
C8 -0.91200 -0.87248 -0.74602
H1 2.41326 1.88846 -0.90770
H2 0.76059 2.46127 -1.53763
H3 2.27434 -1.83537 1.50517
H4 0.65193 -1.05616 1.48568
H5 3.85346 -0.78454 0.36969
H6 3.62031 0.43730 -0.76053
H7 -1.13414 2.12305 0.69061
H8 -3.43651 1.14237 1.33841
H9 -4.25484 -0.85035 0.27626
H10 -2.53101 -2.24418 -1.01652
H11 -0.20959 -1.52253 -1.31521

=====

C24H33ClDyI2OP3 | wB97M-V/def2-TZVPD

Values from the calculation:
HOMO (spin up / spin down): -13.961 / -13.961 eV
Lowest unoccupied orbital energy (spin up / spin down): -6.35 / -6.36 eV
Orbital gap (spin up / spin down): 7.608 / 7.605 eV
Total charge: +2
Spin multiplicity: 6

Cartesian coordinates (Å):
I1 5.25551 3.50518 -1.68290
I2 5.84011 2.44976 -4.11550
Dy1 1.37242 0.23356 -1.52310
P1 3.37293 -1.73599 -0.92817
C1 5.19873 -1.62763 -0.74908
C2 2.88980 -2.36837 0.73044
H1 3.51781 -3.25311 0.92146
H2 3.94977 -4.10349 -1.25484
H3 1.83083 -2.65334 0.73339
H4 2.39896 -3.70779 -2.04788
H5 5.44676 -0.75952 -0.13147
H6 3.07743 -1.59541 1.48276
C3 3.41339 -3.34321 -1.84501
H7 5.58452 -2.54727 -0.27786
H8 3.95150 -3.22307 -2.79587
H9 5.65232 -1.52337 -1.74426
P2 0.08261 2.04815 -3.33541
C4 0.62476 3.63068 -4.09636
C5 -0.73355 1.42206 -4.87400
H10 -1.96293 1.71952 -2.03755
H11 -2.04413 3.13758 -3.14452
H12 -1.12347 3.24782 -1.59633
C6 -1.41850 2.59115 -2.42098
H13 -1.22809 0.45946 -4.69530
H14 -1.48681 2.14548 -5.22519
H15 -0.24118 4.14838 -4.54215
H16 1.35545 3.41765 -4.88858
H17 0.00930 1.30347 -5.67540
H18 1.07976 4.26048 -3.32634
Cl1 -0.00856 -1.58482 -2.50420
O1 0.32237 0.47115 0.28939
P3 -0.82749 0.09204 1.28213
C7 -0.12684 -0.43937 2.84377
C8 1.14702 -0.01477 3.26507
C9 1.65797 -0.45632 4.48617
C10 0.90214 -1.28217 5.32918
C11 -0.38540 -1.66264 4.94092
C12 -0.89742 -1.24814 3.70797
C13 -1.86350 1.52471 1.57802
C14 -3.18808 1.33836 2.03002
C15 -4.01373 2.43775 2.29020
C16 -3.53406 3.73598 2.09724
C17 -2.21181 3.92335 1.67476
C18 -1.36860 2.83621 1.43735
C19 -1.77798 -1.24450 0.51015
C20 -1.43870 -2.59402 0.74706
C21 -2.18128 -3.62675 0.15852
C22 -3.29642 -3.32972 -0.64261
C23 -3.62229 -1.98278 -0.91143
C24 -2.87748 -0.95156 -0.32317
H19 1.75036 0.63287 2.61508
H20 2.67011 -0.16097 4.76636
H21 1.32730 -1.63590 6.27564
H22 -0.96898 -2.31241 5.59335
H23 -1.89780 -1.59937 3.41258
H24 -3.60874 0.32970 2.14948
H25 -5.04508 2.29158 2.60914
H26 -4.18796 4.60222 2.25807
H27 -1.82510 4.92942 1.50454
H28 -0.33576 2.99846 1.10754
H29 -0.56983 -2.84474 1.36957
H30 -1.87872 -4.66891 0.31648
H31 -3.91898 -4.13379 -1.04455
H32 -4.44495 -1.74091 -1.58789
H33 -3.14176 0.09189 -0.54589

=====

C3H6ClNO | wB97M-V/def2-TZVPD

Values from the calculation:
HOMO (spin up / spin down): -7.855 / -7.811 eV
Lowest unoccupied orbital energy (spin up / spin down): -0.19 / -0.05 eV
Orbital gap (spin up / spin down): 7.666 / 7.759 eV
Energy relative to the best compared isomer or geometry (same formula, charge and spin): 326.28 kJ/mol

Cartesian coordinates (Å):
C1 -0.86543 1.50924 -0.39945
C2 1.65068 -0.10570 -0.61678
C3 -0.36418 0.55187 0.50849
N1 0.66715 -0.22604 0.30260
O1 -1.69452 2.31159 0.04610
Cl1 -2.09046 -2.23206 0.32156
H1 -0.63650 1.37846 -1.43874
H2 -0.93925 -2.57414 0.87027
H3 1.67889 0.53155 -1.48294
H4 2.31107 -0.99859 -0.75711
H5 -0.60536 0.70195 1.59593
H6 0.88793 -0.84814 1.05007